No. 1
C5H13N3Si2 | ωB97M-V/def2-TZVPD

Last column: Löwdin charge in e.
Positions of all 23 atoms, in Å:
C: -2.184 -1.320 0.483  -0.38
C: 1.467 2.776 -0.031  -0.14
C: 1.770 -2.679 0.545  -0.19
C: 1.353 1.317 -0.499  -0.34
C: 0.769 0.364 0.578  -0.29
N: -1.117 -1.822 0.640  0.13
N: 0.033 -1.162 -1.642  -0.13
N: -3.389 -1.026 0.136  -0.11
Si: -4.323 0.371 -0.095  0.87
Si: 0.593 -1.394 -0.135  0.31
H: 1.065 3.501 -0.846  0.08
H: 0.856 2.992 0.919  0.08
H: 2.492 3.150 0.129  0.05
H: 2.319 -3.235 -0.194  0.00
H: 2.413 -2.102 1.166  -0.01
H: 1.211 -3.539 1.173  0.08
H: 0.653 1.330 -1.297  0.06
H: 2.310 0.877 -0.633  0.08
H: -0.065 0.833 1.094  0.05
H: 1.533 0.453 1.427  0.09
H: -0.049 -1.865 -2.280  -0.13
H: -5.346 0.406 -1.141  -0.09
H: -4.365 1.772 0.502  -0.07

Results
Energy above the lowest of the compared OMol25 structures with the same formula, charge and spin, kcal per mole: 100.5

=====

No. 2
C5H33NO10S | ωB97M-V/def2-TZVPD

Last column: Löwdin charge in e.
Positions of all 50 atoms, in Å:
C: -1.452 -3.051 -2.114  -0.10
C: 0.032 -2.664 -2.050  -0.25
N: 0.112 -1.496 -1.126  -0.09
C: 1.211 -0.575 -1.127  -0.26
C: 1.336 -0.010 0.314  -0.26
C: 2.295 1.179 0.332  -0.56
S: 3.373 1.459 1.783  0.68
H: -2.128 -2.527 -1.404  0.07
H: -1.899 -3.107 -3.106  0.07
H: -1.506 -4.100 -1.749  0.08
H: 0.361 -2.459 -3.105  0.11
H: 0.722 -3.398 -1.646  0.10
H: -0.803 -1.040 -1.274  0.09
H: 1.102 0.289 -1.802  0.10
H: 2.157 -0.941 -1.537  0.12
H: 0.364 0.137 0.850  0.11
H: 1.623 -0.883 0.913  0.06
H: 2.915 1.035 -0.557  0.07
H: 1.621 2.096 0.278  0.05
H: 2.605 1.302 2.935  -0.13
O: 1.057 4.397 0.941  -0.07
H: 1.965 4.289 0.657  0.02
H: 0.456 3.941 0.335  -0.02
O: -1.837 2.869 2.399  -0.05
H: -1.224 3.353 1.834  0.02
H: -1.283 2.157 2.737  -0.01
O: -1.511 1.350 -3.402  -0.06
H: -2.041 1.995 -2.915  0.05
H: -1.694 1.249 -4.338  0.05
O: 3.787 -2.872 0.565  -0.06
H: 3.025 -2.270 0.454  0.01
H: 4.380 -2.098 0.628  0.05
O: -1.834 -2.015 1.864  -0.07
H: -1.280 -2.034 1.068  0.01
H: -2.611 -2.474 1.511  0.04
O: -0.309 0.492 3.702  -0.05
H: -0.824 -0.002 4.346  0.05
H: 0.500 0.768 4.148  0.04
O: -0.108 3.432 -1.473  -0.05
H: 0.039 4.244 -1.979  0.07
H: 0.123 2.793 -2.165  0.03
O: 2.338 -1.463 3.103  -0.08
H: 1.889 -1.867 3.846  0.04
H: 3.095 -1.954 2.769  0.02
O: -3.421 0.250 0.508  -0.07
H: -2.503 0.275 0.810  0.01
H: -3.817 0.841 1.161  0.04
O: -3.502 -0.250 -2.963  -0.07
H: -2.640 -0.424 -2.596  -0.01
H: -4.256 -0.220 -2.365  0.04

Results
Structure (SMILES): CCNCCCS.O.O.O.O.O.O.O.O.O.O
Energy above the lowest of the compared OMol25 structures with the same formula, charge and spin, kcal per mole: 40.2

=====

No. 3
CHClFNO2 | ωB97M-V/def2-TZVPD

Last column: Löwdin charge in e.
Positions of all 7 atoms, in Å:
O: 1.316 -0.375 1.221  0.06
N: 0.986 0.302 0.347  -0.39
O: 1.512 1.142 -0.304  0.09
C: -0.699 -0.065 -0.255  -0.62
F: -0.606 -0.274 -1.521  0.04
Cl: -1.078 -1.475 0.714  0.70
H: -1.431 0.744 -0.203  0.11

Results
Structure (SMILES): O=[N+]([O-])[C@@H](F)Cl
Energy above the lowest of the compared OMol25 structures with the same formula, charge and spin, kcal per mole: 17.0

=====

No. 4
C2H10N2O3 | ωB97M-V/def2-TZVPD

Last column: Löwdin charge in e.
Positions of all 17 atoms, in Å:
C: 1.021 2.321 1.789  -0.08
N: -0.189 1.439 1.554  0.01
C: -0.058 0.073 1.853  -0.63
N: -0.939 -0.807 1.210  0.12
O: 0.705 -0.282 2.715  0.06
H: 2.006 1.979 1.543  0.06
H: 1.200 2.441 2.910  0.10
H: 0.909 3.253 1.226  0.07
H: -0.506 1.415 0.611  0.09
H: -1.822 -0.568 0.770  0.09
H: -0.935 -1.822 1.503  0.12
O: -0.034 -4.469 0.111  -0.07
H: -0.215 -3.549 -0.237  0.05
H: -0.918 -4.808 0.149  0.01
O: -0.377 2.069 -7.300  0.00
H: -0.164 2.874 -6.925  -0.01
H: 0.213 1.450 -6.956  0.00

Results
Structure (SMILES): CNC(N)=O.O.O
Energy above the lowest of the compared OMol25 structures with the same formula, charge and spin, kcal per mole: 30.1

=====

No. 5
C2H3Cl2NOS | ωB97M-V/def2-TZVPD

Last column: Löwdin charge in e.
Positions of all 10 atoms, in Å:
O: -1.630 -0.980 0.883  -0.04
C: -0.516 -0.543 0.375  -0.60
N: 0.708 -0.115 1.075  -0.43
S: 0.467 0.080 2.770  0.66
C: -0.412 -0.295 -1.060  -1.04
Cl: 1.243 -0.519 -1.787  0.56
Cl: -0.849 1.319 -1.561  0.62
H: 1.721 0.171 0.548  0.16
H: -1.001 -0.333 2.933  -0.01
H: -1.231 -1.040 -1.371  0.12

Results
Structure (SMILES): O=C(NS)C(Cl)Cl
Energy above the lowest of the compared OMol25 structures with the same formula, charge and spin, kcal per mole: 62.0

=====

No. 6
C4H11NP2 | ωB97M-V/def2-TZVPD

Last column: Löwdin charge in e.
Positions of all 18 atoms, in Å:
C: 1.379 1.382 -0.395  -0.15
C: 0.266 0.460 -0.851  -0.64
P: 1.059 -1.242 -0.943  0.86
C: -0.406 -2.161 -0.370  -0.67
P: -1.890 -0.968 -0.162  0.86
N: -0.912 0.446 0.032  -0.50
C: -0.701 0.919 1.381  -0.19
H: 1.854 0.750 0.412  0.05
H: 1.071 2.363 0.118  0.11
H: 2.013 1.611 -1.164  0.03
H: -0.236 0.797 -1.787  0.11
H: 1.613 -1.336 0.326  -0.08
H: -0.887 -2.947 -1.116  0.05
H: -0.249 -2.584 0.683  0.04
H: -2.150 -0.564 -1.455  -0.09
H: -1.519 0.531 2.006  0.06
H: 0.341 0.540 1.761  0.10
H: -0.647 2.003 1.525  0.07

Results
Structure (SMILES): C[C@H]1PCPN1C
Energy above the lowest of the compared OMol25 structures with the same formula, charge and spin, kcal per mole: 25.2